{
  "formula": "C3H6OS",
  "method": "wB97M-V/def2-TZVPD",
  "homo_energy_ev": -8.957,
  "spin_multiplicity": 1,
  "smiles": "O[C@H]1C[C@@H]1S",
  "total_energy_ev": -16086.616,
  "molar_mass_g_mol": 90.1,
  "relative_energy_kcal_mol": 100.9,
  "largest_force_ev_per_a": 11.4,
  "elements": ["C", "C", "C", "H", "H", "H", "H", "H", "H", "O", "S"],
  "xyz": [[0.27875, 0.73438, -0.09960], [-1.13054, 0.04489, 0.13893], [0.24504, -0.58719, 0.05495], [1.57864, 1.54095, -1.30934], [0.11143, 1.68754, 0.80366], [-1.66978, 0.20723, 1.13345], [-1.93376, -0.30187, -0.68591], [0.18486, -0.74064, -1.03010], [0.54628, -2.59535, 1.16026], [0.52178, 1.31800, -1.37110], [1.26730, -1.30795, 1.20480]],
  "nbo_charge": [0.097, -0.439, -0.518, 0.471, 0.201, 0.220, 0.227, 0.265, 0.139, -0.708, 0.043]
}

---

{
  "formula": "C3H6OS",
  "method": "wB97M-V/def2-TZVPD",
  "homo_energy_ev": -9.584,
  "spin_multiplicity": 1,
  "smiles": "CCC(=O)S",
  "total_energy_ev": -16090.403,
  "molar_mass_g_mol": 90.1,
  "relative_energy_kcal_mol": 13.6,
  "largest_force_ev_per_a": 4.2,
  "elements": ["C", "C", "C", "H", "H", "H", "H", "H", "H", "O", "S"],
  "xyz": [[-0.30399, 0.40550, -1.45695], [0.53338, 0.38715, -0.19636], [-0.23296, -0.28113, 0.92677], [-0.05564, -0.48499, -2.06936], [-0.07688, 1.28298, -2.06246], [-1.33736, 0.20345, -1.28066], [0.88366, 1.44283, 0.08174], [1.49946, -0.10834, -0.25462], [-0.32690, -1.45779, 2.85690], [-1.34231, -0.25054, 1.29079], [0.75955, -1.13912, 2.16422]],
  "nbo_charge": [-0.620, -0.522, 0.483, 0.212, 0.222, 0.234, 0.251, 0.230, 0.146, -0.540, -0.095]
}

---

{
  "formula": "C3H6OS",
  "method": "wB97M-V/def2-TZVPD",
  "homo_energy_ev": -9.346,
  "spin_multiplicity": 1,
  "smiles": "OC1(S)CC1",
  "total_energy_ev": -16089.178,
  "molar_mass_g_mol": 90.1,
  "relative_energy_kcal_mol": 41.8,
  "largest_force_ev_per_a": 3.8,
  "elements": ["C", "C", "C", "O", "S", "H", "H", "H", "H", "H", "H"],
  "xyz": [[0.21217, 0.72508, -0.72564], [-1.00418, 0.15729, -0.03119], [0.43891, -0.34809, 0.20265], [0.89929, -0.11949, 1.53079], [0.94558, -1.90413, -0.35898], [0.47378, 0.34768, -1.74185], [0.47934, 1.73200, -0.50623], [-1.41625, 0.86549, 0.69917], [-1.73255, -0.55744, -0.32150], [1.64538, -0.78854, 1.70481], [2.06179, -1.29846, -0.96415]],
  "nbo_charge": [-0.434, -0.435, 0.060, -0.720, 0.011, 0.218, 0.238, 0.226, 0.223, 0.481, 0.131]
}

---

{
  "formula": "C3H6OS",
  "method": "wB97M-V/def2-TZVPD",
  "homo_energy_ev": -8.929,
  "spin_multiplicity": 1,
  "smiles": "CCC(O)=S",
  "total_energy_ev": -16090.613,
  "molar_mass_g_mol": 90.1,
  "relative_energy_kcal_mol": 8.7,
  "largest_force_ev_per_a": 2.0,
  "elements": ["C", "C", "C", "H", "H", "H", "H", "H", "H", "O", "S"],
  "xyz": [[1.12734, -0.53494, -0.51807], [0.24733, -0.24471, 0.70825], [-1.08949, 0.27766, 0.21385], [1.94713, -1.13372, -0.12585], [1.48699, 0.40418, -1.07080], [0.52444, -1.13729, -1.19140], [0.72130, 0.47215, 1.36211], [-0.02730, -1.20261, 1.18847], [-1.60413, 2.08540, -0.33245], [-0.84102, 1.54078, -0.12248], [-2.49259, -0.52690, -0.11163]],
  "nbo_charge": [-0.596, -0.489, 0.270, 0.217, 0.218, 0.217, 0.229, 0.227, 0.500, -0.678, -0.116]
}

---

{
  "formula": "C3H6OS",
  "method": "wB97M-V/def2-TZVPD",
  "homo_energy_ev": -8.802,
  "spin_multiplicity": 1,
  "smiles": "CCC(O)=S",
  "total_energy_ev": -16089.992,
  "molar_mass_g_mol": 90.1,
  "relative_energy_kcal_mol": 23.0,
  "largest_force_ev_per_a": 3.2,
  "elements": ["C", "C", "C", "H", "H", "H", "H", "H", "H", "O", "S"],
  "xyz": [[-0.71956, -0.57463, -0.84414], [-0.23658, 0.69901, -0.20353], [0.91813, 0.36057, 0.80637], [-1.50330, -1.02853, -0.22832], [-1.23470, -0.22424, -1.73556], [0.15409, -1.18334, -1.19831], [-0.99232, 1.28548, 0.35865], [0.31055, 1.39551, -0.90488], [0.47170, -1.44111, 1.27009], [0.55645, -0.59701, 1.70832], [2.27552, 1.30827, 0.97130]],
  "nbo_charge": [-0.645, -0.493, 0.247, 0.222, 0.228, 0.217, 0.237, 0.232, 0.492, -0.706, -0.030]
}

---

{
  "formula": "C3H6OS2",
  "method": "wB97M-V/def2-TZVPD",
  "homo_energy_ev": [-4.278, -1.957],
  "spin_multiplicity": 2,
  "total_energy_ev": -26923.559,
  "molar_mass_g_mol": 122.2,
  "total_charge": -1,
  "relative_energy_kcal_mol": 48.2,
  "largest_force_ev_per_a": 1.4,
  "s_squared": 0.76,
  "elements": ["C", "C", "O", "C", "S", "S", "H", "H", "H", "H", "H", "H"],
  "xyz": [[-1.18453, 0.56354, -1.15307], [-2.15868, 0.16405, -2.30091], [-2.67496, -1.07368, -2.09322], [-1.74987, 0.63353, 0.05016], [2.23267, -0.69073, 0.49750], [1.38236, 0.44316, 1.89249], [-0.11811, 0.47223, -1.32760], [-2.93526, 0.95601, -2.37313], [-1.55262, 0.19765, -3.24476], [-1.26549, 0.94890, 0.97355], [-2.65089, 0.03990, 0.18398], [2.10167, 0.01279, 2.94658]],
  "lowdin_spin": [0.043, 0.027, 0.311, 0.007, 0.406, 0.192, 0.004, 0.004, 0.002, -0.001, 0.000, 0.005]
}